# 1
Below is a structure of composition C21H27N10OPdS at a distorted geometry, with properties calculated with wB97M-V/def2-TZVPD.

Positions of all 61 atoms, in Å:
H  -3.750  -2.108  1.381
N  1.057  1.648  2.018
H  2.571  5.315  0.362
C  4.042  0.460  -0.800
N  -0.253  -7.231  -3.558
N  1.574  3.643  -0.362
N  -0.755  3.790  -0.560
N  3.008  1.026  -0.137
C  0.004  -5.056  -2.269
C  1.882  0.612  1.997
N  3.865  -0.581  1.110
H  0.862  -0.503  -0.818
H  2.028  -1.121  3.226
C  -0.058  -3.816  -2.950
C  -4.719  -0.744  -1.043
H  -4.864  -1.792  -1.325
H  -1.549  3.436  -1.081
H  -1.860  3.367  1.182
H  0.187  -0.150  4.624
N  -2.040  0.553  -1.403
N  1.657  -0.198  3.077
H  -0.259  -3.824  -4.016
H  5.394  -1.224  -0.233
H  3.963  -1.268  1.837
C  0.436  -2.598  -0.890
H  -1.015  0.838  -1.297
S  0.437  2.407  -2.480
N  -1.790  0.217  0.872
O  -2.133  -0.544  3.034
C  0.411  3.154  -0.943
H  0.270  -5.986  -0.347
C  0.612  0.340  3.773
C  0.436  -3.868  -0.217
C  -1.008  3.970  0.863
H  -4.513  -0.155  -1.936
H  -2.305  0.125  -2.275
H  -1.215  5.022  1.085
H  -0.121  3.648  1.410
C  0.721  -1.438  -0.236
H  -5.647  -0.368  -0.598
C  -2.475  0.049  -0.252
N  -3.647  -0.609  -0.100
H  0.937  -1.458  0.823
Pd  0.419  1.194  -0.235
C  0.239  -5.038  -0.876
H  -0.488  2.198  3.362
H  4.320  0.801  -1.778
C  -2.447  -0.417  1.871
H  0.077  -1.699  -2.825
C  -0.138  -6.243  -2.962
H  -4.642  -0.611  1.764
C  0.271  1.483  3.112
H  0.961  5.636  -0.308
H  2.364  3.048  -0.617
C  -3.754  -1.020  1.270
C  4.591  -0.541  -0.051
C  0.139  -2.644  -2.295
H  2.322  5.329  -1.402
C  2.893  0.372  1.007
H  0.626  -3.880  0.851
C  1.874  5.055  -0.436

- Total charge: -1
- Kohn-Sham gap: 0.183 Ha
- 2S+1: 1

# 2
Below is a cluster of 3 separate species, C21H27N2O10 in total, with properties calculated with wB97M-V/def2-TZVPD.

Positions of all 60 atoms, in Å:
H  1.891  -1.690  -2.170
O  -6.847  -1.574  0.653
H  -2.789  -0.836  -2.736
H  0.623  -0.148  -3.148
O  -4.495  -2.688  1.192
C  -7.881  -4.580  2.428
C  5.366  2.470  1.075
H  8.107  1.700  -0.970
H  0.684  0.890  0.475
C  -6.507  -5.156  2.719
H  2.809  -0.505  -1.297
C  0.222  1.596  -0.211
H  -0.652  2.016  0.288
H  1.951  -1.365  0.504
C  7.517  2.032  -0.127
C  1.938  1.432  -2.620
H  -0.660  1.604  -2.142
H  -7.491  -6.493  3.531
H  5.441  3.261  3.096
H  2.347  3.395  -2.125
H  -4.397  -4.955  2.525
H  1.940  1.594  -3.696
C  1.790  -0.855  -1.476
H  -1.626  -0.109  -0.167
H  0.820  -2.222  -0.275
C  8.206  2.532  1.052
N  1.558  2.759  -2.006
H  0.788  3.171  -2.534
C  -6.842  -2.719  1.315
C  1.198  2.734  -0.535
C  6.183  1.996  -0.106
C  -1.346  -0.173  -1.222
H  2.969  1.248  -2.318
H  9.039  3.320  3.002
C  6.032  2.940  2.251
C  0.996  0.276  -2.212
H  -2.456  0.894  -2.781
O  -4.414  -0.735  -0.708
H  -3.793  -1.336  -0.267
H  4.511  1.624  -0.733
O  5.415  1.551  -1.104
H  2.135  2.660  0.012
C  -3.815  0.349  -1.282
O  -8.828  -5.228  2.831
O  -4.256  1.442  -1.125
O  9.409  2.621  1.163
C  -5.377  -4.549  2.322
H  -0.974  -1.185  -1.357
C  -0.221  0.851  -1.471
O  -6.542  -6.293  3.384
O  4.145  2.414  0.932
N  1.229  -1.300  -0.201
O  8.098  3.392  3.264
H  0.761  3.709  -0.328
C  -2.593  0.041  -2.119
C  -5.470  -3.306  1.598
C  -7.970  -3.330  1.711
C  7.379  2.975  2.250
H  -5.929  -1.311  0.448
H  -8.950  -2.921  1.512

- Total charge: +1
- Kohn-Sham gap: 0.257 Ha
- 2S+1: 1